Record 1
The following is a quantum chemistry calculation of C40H56GeN8O2S2V as an isolated structure, from OMol25.

Positions of all 110 atoms, in Å:
V 0.2015 1.1361 1.6214
C 0.4971 5.2764 -2.9180
C 1.2002 3.9377 -2.7539
N 1.7729 3.7456 -1.4285
C 1.0699 3.2522 -0.3938
S 1.9661 2.7221 1.0166
N -0.2452 3.2391 -0.5071
N -0.8063 2.6399 0.5733
C -1.9827 2.9802 0.9792
C -2.8719 3.9531 0.2762
C -2.3315 2.4113 2.2803
C -3.5837 2.5732 2.8701
C -3.7930 2.1112 4.1552
C -2.7486 1.4805 4.8301
C -1.5480 1.3079 4.1749
N -1.3286 1.7622 2.9352
H 0.0822 5.3574 -3.9239
H 1.1899 6.1040 -2.7588
H -0.3179 5.3611 -2.2000
H 2.0224 3.8453 -3.4656
H 0.5010 3.1237 -2.9563
H 2.7672 3.6278 -1.3587
H -2.3304 4.3916 -0.5580
H -3.2016 4.7472 0.9497
H -3.7623 3.4477 -0.1082
H -4.3729 3.0693 2.3226
H -4.7542 2.2471 4.6352
H -2.8622 1.1361 5.8472
H -0.7092 0.8054 4.6458
O 1.3615 -2.2028 0.6342
C 0.6955 -1.4441 -0.0717
O 0.4936 -0.1968 0.1793
C -0.0187 -1.9894 -1.3077
C -0.7809 -0.9419 -2.1237
Ge 0.1209 -0.1726 -3.6745
C -1.0431 1.2481 -4.3561
C -1.7076 2.0952 -3.4674
C -2.4768 3.1541 -3.9316
C -2.5959 3.3819 -5.2956
C -1.9430 2.5481 -6.1923
C -1.1735 1.4908 -5.7237
C 0.2507 -1.5637 -5.0475
C -0.8966 -2.0035 -5.7102
C -0.8342 -3.0261 -6.6464
C 0.3826 -3.6308 -6.9318
C 1.5315 -3.2089 -6.2797
C 1.4640 -2.1825 -5.3454
C 1.9167 0.5609 -3.4441
C 2.5819 1.0267 -4.5825
C 3.8618 1.5510 -4.4952
C 4.5049 1.6069 -3.2627
C 3.8567 1.1486 -2.1264
C 2.5649 0.6379 -2.2144
H -0.7139 -2.7398 -0.9240
H 0.7181 -2.5382 -1.8983
H -1.0987 -0.1391 -1.4606
H -1.6884 -1.3741 -2.5581
H -1.6059 1.9510 -2.3981
H -2.9778 3.8064 -3.2260
H -3.1950 4.2075 -5.6592
H -2.0318 2.7214 -7.2578
H -0.6719 0.8437 -6.4358
H -1.8526 -1.5347 -5.4993
H -1.7339 -3.3508 -7.1539
H 0.4340 -4.4292 -7.6614
H 2.4825 -3.6786 -6.4983
H 2.3691 -1.8575 -4.8464
H 2.0947 0.9776 -5.5510
H 4.3622 1.9099 -5.3862
H 5.5091 2.0068 -3.1932
H 4.3410 1.1997 -1.1573
H 2.0618 0.3181 -1.3081
C 2.9852 -0.5803 6.1101
C 2.6321 -1.0619 4.7069
C 2.0004 -2.4521 4.7622
C 3.8900 -1.0890 3.8321
N 1.6177 -0.1130 4.2023
N 1.1612 -0.3897 2.8809
H 3.7448 -1.2249 6.5536
H 2.1010 -0.5867 6.7484
H 3.3820 0.4373 6.0833
H 2.6749 -3.1516 5.2578
H 1.8058 -2.8340 3.7561
H 1.0573 -2.4198 5.3222
H 4.6338 -1.7597 4.2663
H 4.3327 -0.0932 3.7585
H 3.6839 -1.4549 2.8242
H 2.0132 0.8220 4.1822
H 0.4626 -1.1305 2.9236
H 1.8826 -0.7771 2.2668
C -1.4932 -2.8595 5.9291
C -2.8963 -2.6944 5.3423
N -2.9115 -1.9581 4.0917
C -2.4470 -2.4090 2.9074
S -2.1350 -1.3289 1.6513
N -2.1530 -3.7184 2.8497
C -1.5740 -4.4109 1.7061
C -0.1749 -4.9235 2.0057
H -1.5341 -3.4064 6.8713
H -1.0450 -1.8847 6.1157
H -0.8347 -3.4019 5.2464
H -3.5322 -2.1452 6.0366
H -3.3809 -3.6651 5.2039
H -3.0256 -0.9598 4.1245
H -2.3179 -4.2772 3.6719
H -1.5447 -3.6998 0.8864
H -2.2430 -5.2271 1.4259
H 0.4989 -4.0864 2.1903
H 0.2093 -5.4714 1.1449
H -0.1659 -5.5927 2.8693

Force components x, y, z for each atom (eV/Å):
V 0.02 -0.04 0.18
C 0.02 -0.02 0.01
C -0.01 0.03 -0.02
N 0.06 0.04 0.01
C 0.05 -0.13 0.04
S 0.01 0.01 -0.02
N -0.09 -0.04 -0.03
N 0.07 -0.12 0.07
C -0.06 0.01 -0.02
C -0.04 -0.01 0.01
C 0.10 -0.16 0.23
C 0.00 0.00 0.10
C 0.00 0.01 -0.03
C -0.11 0.01 -0.07
C 0.04 0.08 -0.06
N -0.13 0.27 -0.07
H -0.01 0.00 -0.01
H 0.00 0.00 0.01
H -0.01 0.01 0.00
H -0.02 -0.01 0.01
H 0.09 0.09 0.01
H 0.06 -0.01 0.00
H -0.01 0.00 0.00
H 0.01 -0.02 -0.02
H 0.00 0.02 0.00
H 0.01 -0.01 0.01
H 0.02 -0.01 -0.02
H -0.01 -0.03 0.07
H 0.01 -0.02 -0.02
O 0.11 0.02 -0.01
C -0.30 0.08 0.18
O 0.09 -0.15 -0.43
C 0.04 0.11 -0.04
C 0.03 -0.07 0.05
Ge -0.09 0.05 -0.06
C 0.01 0.01 -0.06
C -0.08 -0.03 -0.06
C 0.00 -0.02 0.02
C 0.00 0.01 0.00
C 0.01 -0.01 -0.01
C 0.00 0.01 0.03
C 0.02 0.00 0.00
C 0.02 0.00 0.00
C -0.01 0.01 0.01
C 0.00 0.00 0.00
C 0.00 0.00 0.01
C -0.05 0.00 -0.03
C 0.02 -0.06 0.04
C 0.01 -0.01 0.05
C 0.00 0.00 -0.01
C 0.00 0.02 0.01
C -0.01 0.03 0.06
C 0.00 -0.06 0.01
H 0.03 -0.01 0.01
H 0.03 -0.04 -0.02
H -0.05 0.03 0.00
H 0.04 -0.04 0.04
H 0.00 0.01 0.02
H 0.01 0.00 0.00
H 0.00 0.00 0.00
H 0.00 0.00 0.00
H 0.00 0.01 0.00
H -0.01 -0.01 -0.01
H 0.00 0.00 0.00
H 0.00 0.00 0.00
H 0.00 0.00 0.00
H 0.03 0.01 0.01
H 0.00 0.01 -0.01
H 0.00 0.00 0.00
H 0.00 0.00 0.00
H -0.01 0.00 -0.04
H 0.06 0.09 -0.08
C -0.03 -0.03 -0.04
C 0.00 -0.03 0.00
C -0.09 0.06 0.06
C 0.00 -0.04 0.03
N -0.05 0.03 0.05
N -0.02 -0.05 -0.08
H 0.00 0.01 0.00
H 0.00 0.00 0.01
H 0.01 0.00 0.00
H 0.01 0.00 -0.01
H -0.01 0.00 0.07
H 0.30 0.02 -0.13
H 0.00 0.01 -0.01
H 0.00 0.00 0.00
H 0.00 0.01 -0.01
H 0.03 -0.02 -0.02
H -0.04 0.02 0.02
H -0.01 0.02 0.03
C -0.16 -0.09 -0.08
C 0.08 0.04 0.06
N -0.19 -0.05 0.03
C 0.73 -0.05 0.17
S -0.25 0.03 -0.14
N -0.18 -0.02 -0.09
C 0.04 -0.03 0.02
C 0.00 0.06 0.00
H 0.00 -0.01 0.02
H 0.01 0.07 0.01
H -0.10 0.03 0.05
H 0.00 -0.02 0.01
H -0.03 0.01 0.04
H -0.04 0.11 0.01
H -0.01 0.02 -0.08
H -0.04 0.01 -0.01
H 0.00 -0.02 -0.02
H 0.00 -0.01 -0.04
H 0.02 0.00 0.02
H -0.02 -0.02 0.01

Results
⟨S²⟩	3.77
LUMO energy (spin up / spin down)	0.01 / -0.27	eV
electronic energy	-5963.7685	a.u.
2S+1	4

Atom charges from the Löwdin analysis, given in e for atoms 1 to 4: V 0.576; C -0.081; C -0.237; N -0.006



Record 2
The following is a quantum chemistry calculation of C2H4F3LuNO4S as an isolated structure, from OMol25.

Positions of all 16 atoms, in Å:
O 1.2198 1.6085 0.9321
C 0.4033 2.6206 1.5061
Lu 1.2868 0.9945 -1.1928
H -0.4761 2.1773 1.9942
H 0.9921 3.1939 2.2341
H 0.0501 3.2944 0.7137
O 1.5618 -1.0023 -0.0317
H 1.3481 0.5913 1.4605
N 1.1796 -1.2527 -1.4029
S -0.1251 -2.1650 -1.4747
O -0.6340 -2.1369 -2.8512
O 0.0004 -3.4566 -0.7921
C -1.4622 -1.3008 -0.4552
F -2.6699 -1.6000 -0.8994
F -1.2905 0.0364 -0.5674
F -1.3842 -1.6025 0.8268

Force components x, y, z for each atom (eV/Å):
O 1.10 -4.50 0.35
C -0.72 0.57 1.26
Lu -0.41 -5.61 2.09
H 0.31 0.15 -0.15
H -0.24 -0.15 -0.24
H 0.20 -0.18 0.08
O 0.08 3.10 -1.13
H -0.82 4.03 -1.88
N 0.54 2.69 0.01
S -2.14 -3.95 -1.22
O 1.01 0.59 2.11
O 0.09 2.76 -1.05
C 0.07 -1.80 0.02
F 0.41 0.24 0.00
F 0.45 1.89 -0.26
F 0.05 0.16 0.02

Results
LUMO energy	-7.11	eV
electronic energy	-2367.2238	a.u.
charge	+1

Atom charges from the natural (NBO) analysis, given in e for atoms 1 to 4: O -0.898; C -0.262; Lu 2.348; H 0.224



Record 3
The following is a quantum chemistry calculation of C41H39ClN5O4SiV as an isolated structure, from OMol25.

Positions of all 92 atoms, in Å:
V 0.9803 0.7393 0.9120
O 1.0183 -0.2510 4.8100
C 0.8195 0.1877 3.7192
N 1.5613 -0.0224 2.5429
C 2.7524 -0.7874 2.5554
O 3.0642 -1.6325 3.3343
C 3.6100 -0.3623 1.3988
C 4.9495 -0.6299 1.3531
C 5.6694 -0.1683 0.2604
C 5.0070 0.5346 -0.7325
C 3.6535 0.7632 -0.6082
N 2.9516 0.3265 0.4471
C -0.3265 1.1265 3.4262
C -1.0541 1.7155 4.4271
C -2.0940 2.5628 4.0670
C -2.3719 2.7559 2.7221
C -1.5957 2.1218 1.7758
N -0.5667 1.3292 2.1170
H 5.3987 -1.1817 2.1666
H 6.7349 -0.3516 0.1855
H 5.5286 0.9142 -1.6007
H 3.1173 1.3019 -1.3725
H -0.7900 1.5040 5.4554
H -2.6848 3.0617 4.8258
H -3.1785 3.4012 2.4025
H -1.7978 2.2292 0.7216
C -0.8577 2.0079 -4.8304
C 0.3093 2.2545 -4.1185
C 0.6269 1.4630 -3.0252
C -0.1932 0.4064 -2.6081
C -1.3573 0.1702 -3.3467
C -1.6872 0.9639 -4.4430
Si 0.3446 -0.7116 -1.1982
C -0.8878 -2.1259 -1.1436
C -2.2589 -1.8509 -1.0312
C -3.2132 -2.8215 -1.2968
C -2.8215 -4.1089 -1.6394
C -1.4712 -4.4181 -1.7121
C -0.5120 -3.4332 -1.4803
C 1.9534 -1.5211 -1.7455
C 2.4772 -1.3396 -3.0278
C 3.6297 -2.0112 -3.4341
C 4.2757 -2.8771 -2.5635
C 3.7648 -3.0786 -1.2833
C 2.6168 -2.4082 -0.8863
H -1.1115 2.6189 -5.6885
H 0.9721 3.0619 -4.4143
H 1.5469 1.6785 -2.4913
H -2.0144 -0.6483 -3.0808
H -2.5925 0.7556 -5.0005
H -2.5871 -0.8546 -0.7434
H -4.2674 -2.5726 -1.2489
H -3.5665 -4.8674 -1.8553
H -1.1573 -5.4206 -1.9764
H 0.5333 -3.6926 -1.5878
H 1.9753 -0.6804 -3.7281
H 4.0122 -1.8663 -4.4386
H 5.1659 -3.4085 -2.8831
H 4.2538 -3.7690 -0.6031
H 2.2205 -2.5918 0.1123
C -4.3284 -1.4194 3.7862
C -3.1366 -2.2137 3.2679
C -3.6219 -3.3761 2.4247
C -2.3005 -2.7284 4.4477
N -2.3681 -1.2504 2.4244
N -1.0572 -1.6847 2.0488
H -5.0270 -2.0741 4.3104
H -4.8544 -0.9441 2.9530
H -4.0052 -0.6388 4.4874
H -4.2123 -4.0601 3.0417
H -2.7906 -3.9465 1.9980
H -4.2480 -3.0149 1.6108
H -2.9480 -3.1605 5.2159
H -1.7327 -1.9113 4.9117
H -1.5960 -3.5054 4.1408
H -2.2589 -0.4160 2.9890
H -1.1676 -2.4294 1.3784
H -0.5647 -2.0611 2.8565
Cl -1.3467 7.1178 -4.0111
C -0.5708 6.0162 -2.9310
C -1.2767 4.9215 -2.4559
C -0.6399 4.0257 -1.6166
C 0.6807 4.2393 -1.2336
C 1.3743 5.3459 -1.7107
C 0.7521 6.2352 -2.5675
C 1.3792 3.3155 -0.3292
O 2.4322 3.5310 0.1860
O 0.7435 2.0892 -0.0930
H -2.3077 4.7730 -2.7531
H -1.1676 3.1430 -1.2811
H 2.4051 5.4935 -1.4122
H 1.2822 7.0968 -2.9540

Force components x, y, z for each atom (eV/Å):
V -0.82 -1.63 -1.14
O 0.12 -0.19 0.40
C 0.05 0.11 -0.80
N 0.61 -0.47 1.38
C -0.44 0.64 -0.18
O 0.12 -0.30 0.34
C -0.51 0.17 -0.06
C 0.34 -0.13 -0.08
C 0.10 -0.01 -0.03
C 0.19 -0.04 -0.04
C -0.29 -0.11 0.20
N 0.87 0.01 0.19
C 0.25 -0.24 -0.41
C -0.24 0.11 0.23
C -0.03 0.02 0.07
C -0.14 0.08 0.16
C 0.28 -0.36 -0.04
N -0.63 0.39 0.83
H 0.02 -0.03 -0.02
H -0.07 0.01 0.01
H -0.01 -0.04 0.04
H -0.04 0.01 0.03
H -0.04 0.02 -0.04
H 0.04 -0.03 -0.04
H 0.00 -0.05 0.01
H 0.08 0.05 -0.09
C -0.02 -0.07 0.01
C 0.09 -0.10 -0.01
C -0.03 -0.02 -0.12
C -0.06 0.35 -0.01
C -0.02 0.11 -0.09
C 0.06 0.02 0.05
Si 0.22 -0.63 -0.19
C -0.27 -0.01 0.04
C 0.03 -0.02 0.14
C -0.07 0.07 0.08
C 0.05 -0.06 -0.02
C 0.08 0.12 0.03
C -0.18 -0.02 0.03
C 0.20 -0.04 0.02
C 0.07 -0.08 0.01
C -0.07 0.02 0.04
C -0.01 0.02 0.01
C -0.04 -0.01 0.00
C 0.06 0.00 -0.04
H 0.00 -0.02 0.04
H -0.06 -0.05 0.03
H -0.08 -0.02 -0.08
H 0.05 0.06 -0.06
H 0.03 0.01 0.02
H 0.01 -0.09 -0.03
H 0.05 -0.01 0.06
H 0.06 0.07 0.04
H 0.00 0.04 0.02
H -0.03 0.02 -0.02
H 0.05 -0.05 0.03
H -0.03 0.00 0.07
H -0.07 0.05 0.03
H -0.04 0.07 -0.06
H 0.04 0.01 -0.06
C -0.06 0.13 0.01
C 0.20 0.25 0.20
C 0.00 -0.14 -0.11
C -0.01 0.04 0.07
N -0.13 -0.51 -0.01
N -0.14 0.43 0.33
H 0.05 0.06 -0.01
H 0.02 -0.04 0.08
H -0.05 -0.08 -0.07
H 0.09 0.04 -0.07
H -0.06 0.04 0.02
H -0.03 -0.01 -0.08
H 0.07 0.01 -0.10
H -0.08 -0.08 0.01
H -0.02 0.04 0.04
H 0.11 0.09 -0.07
H 0.01 -0.10 -0.24
H 0.05 -0.20 0.01
Cl 0.01 -0.01 0.04
C 0.02 0.03 -0.03
C -0.11 -0.05 0.05
C -0.10 0.05 -0.01
C -0.39 -0.23 0.00
C 0.09 0.12 -0.02
C 0.10 0.06 -0.02
C -0.33 -0.22 -0.06
O 0.42 -0.07 0.21
O 0.40 2.66 -1.10
H 0.09 -0.01 0.00
H 0.02 0.00 -0.01
H -0.07 0.03 0.00
H -0.04 -0.06 0.02

Results
⟨S²⟩	0.86
LUMO energy (spin up / spin down)	-3.86 / -3.59	eV
electronic energy	-3854.0857	a.u.
2S+1	2
charge	+1

Atom charges from the Löwdin analysis, given in e for atoms 1 to 4: V 0.937; O 0.161; C -0.421; N -0.009



Q: Among the records above, which one has the highest electronic energy?
A: C2H4F3LuNO4S